{"formula": "C5H9N2", "method": "the ωB97M-V functional and the def2-TZVPD basis", "charge": 1, "energy_ev": -8300.8366, "e_homo_ha": -0.464, "relative_energy_kj_mol": 472.4, "elements": ["C", "C", "N", "C", "C", "C", "N", "H", "H", "H", "H", "H", "H", "H", "H", "H"], "coordinates": [[2.244, 1.995, 0.617], [1.111, 1.556, 0.210], [-0.158, 1.489, 0.423], [-0.923, 0.419, 0.296], [-0.602, -0.893, -0.105], [-1.703, -1.854, -0.456], [0.652, -1.202, -0.626], [3.149, 2.103, 0.167], [2.220, 2.243, 1.701], [-0.631, 2.379, 0.249], [-1.967, 0.397, 0.593], [-2.350, -1.158, -1.057], [-1.226, -2.670, -0.976], [-2.308, -2.192, 0.326], [1.513, -0.434, -0.575], [0.979, -2.177, -0.788]]}